C11H18Cl2FeN2S as an isolated structure. Source: the Open Molecules 2025 dataset; level of theory: ωB97M-V/def2-TZVPD.

Cartesian coordinates (Å):
Fe: 0.2029 -2.2079 -2.1761
Cl: 0.2535 -3.2069 -4.0280
Cl: 0.7193 -3.3672 -0.3571
C: -1.7841 1.5787 0.8828
H: -2.1630 2.2214 1.6982
H: -1.5629 0.5422 1.2123
C: 1.9298 -0.4859 -1.9671
C: -2.2131 1.8418 -0.3391
H: 2.9097 -0.0700 -2.1555
C: -2.8813 0.8278 -1.2001
H: -2.1083 2.8373 -0.7452
C: -2.3989 -0.6732 -1.1232
H: -3.9431 0.7560 -0.8957
H: -2.8655 1.1624 -2.2430
C: -1.4948 -1.1894 -2.2153
H: -1.8577 -0.8645 -0.1826
H: -3.2976 -1.3270 -1.0922
C: 0.8758 -0.1686 -2.8066
H: -1.5840 -2.3008 -2.3680
H: -1.6746 -0.6930 -3.1729
H: 0.8814 -0.4566 -3.8587
H: 0.1310 0.6013 -2.5568
C: 2.7216 1.7490 3.3564
N: 1.9375 0.6655 2.7825
C: 2.1451 -0.6733 3.0144
C: 1.1565 -1.3295 2.2966
N: 0.3515 -0.4293 1.6608
C: 0.8309 0.8012 1.9371
S: 0.2940 2.2943 1.3530
H: 3.2691 2.2748 2.5662
H: 2.0615 2.4629 3.8608
H: 3.4216 1.3099 4.0783
H: 2.9414 -1.0504 3.6322
H: 1.0169 -2.3862 2.1848
H: 1.7775 -1.0467 -1.0330

**Largest force on an atom**: 5.5 eV/A
**Multiplicity**: 6
**Total charge**: -1
**Energy above the lowest of the compared OMol25 structures with the same formula, charge and spin**: 392.66 kJ/mol
**HOMO (alpha / beta)**: -3.38 / -3.69 eV
**<S²>**: 9.06
**Lowest unoccupied orbital energy (alpha / beta)**: 2.57 / 1.44 eV

C52H36N7S2Y as an isolated structure. Source: the Open Molecules 2025 dataset; level of theory: ωB97M-V/def2-TZVPD.

Cartesian coordinates (Å):
Y: 0.0201 -0.2524 0.1134
C: -6.4348 4.6902 1.4072
C: -6.2100 3.6086 2.2674
C: -5.1051 2.7757 2.0812
C: -4.2078 2.9976 1.0139
C: -4.3401 4.2106 0.2967
C: -5.4432 5.0372 0.4661
C: -2.9973 2.0665 0.8103
C: -1.7447 2.6076 0.7999
C: -1.3842 3.9502 1.2945
C: -0.0621 4.1214 1.1093
C: 0.4378 2.9507 0.4612
C: 1.8609 2.5584 0.2172
C: 2.8449 3.6200 0.6678
C: 2.6323 4.9628 0.2124
C: 3.4180 6.0195 0.6503
C: 4.5933 5.7147 1.3394
C: 4.9398 4.3954 1.5874
C: 4.0352 3.3586 1.3123
C: 2.7369 0.5751 -0.3825
N: 2.0281 -0.6414 -0.6888
C: 2.7879 -1.7287 -0.4753
C: 2.3439 -3.1124 -0.6456
C: 3.2948 -4.1397 -1.2037
C: 3.2364 -4.6026 -2.5318
C: 4.1309 -5.5712 -2.9885
C: 5.0032 -6.1622 -2.0825
C: 5.1236 -5.6631 -0.7917
C: 4.3670 -4.5792 -0.3662
C: 0.9463 -3.4739 -0.6361
C: 0.4000 -4.7747 -0.9569
C: -0.9383 -4.7318 -0.7311
C: -1.2549 -3.3827 -0.2313
N: -0.1004 -2.6271 -0.2529
C: -2.5873 -2.9531 -0.1025
C: -3.0577 -1.5855 0.1982
C: -4.4622 -1.2661 0.2565
C: -4.5590 0.1177 0.5137
C: -3.2230 0.6710 0.6240
N: -2.3142 -0.4152 0.3575
C: -3.6972 -3.9976 -0.1804
C: -3.6822 -5.0709 0.7289
C: -4.6561 -6.0748 0.6317
C: -5.5556 -6.0505 -0.4172
C: -5.6143 -4.9939 -1.3142
C: -4.7663 -3.9056 -1.0927
C: 4.1148 -1.2465 -0.1029
C: 4.1078 0.0993 -0.0992
N: -0.5717 2.0422 0.3064
H: -7.3194 5.2986 1.4875
H: -6.8359 3.4747 3.1558
H: -4.8625 1.8931 2.6955
H: -3.5030 4.5520 -0.3129
H: -5.5607 6.0127 -0.0634
H: -2.0293 4.6834 1.7815
H: 0.5058 5.0208 1.3574
H: 1.7818 5.1450 -0.3923
H: 3.1164 7.0726 0.5162
H: 5.2851 6.5173 1.6261
H: 5.9181 4.1499 1.9696
H: 4.2804 2.3272 1.5139
H: 2.4159 -4.2203 -3.1435
H: 4.0824 -5.8375 -4.0207
H: 5.6427 -7.0276 -2.3793
H: 5.8554 -6.0296 -0.0816
H: 4.5261 -3.9801 0.5249
H: 0.9677 -5.6260 -1.3239
H: -1.6236 -5.5464 -0.8808
H: -5.2987 -1.9100 0.1668
H: -5.4803 0.6916 0.6190
H: -2.9382 -5.0198 1.5120
H: -4.7418 -6.9575 1.2827
H: -6.2715 -6.8576 -0.5679
H: -6.2730 -5.0640 -2.1586
H: -4.8311 -3.0348 -1.7945
H: 4.9344 -1.8652 0.2428
H: 4.9536 0.8067 0.0812
C: 3.7483 1.5916 4.6376
S: 2.5343 0.2259 4.6333
C: 1.9506 0.3398 3.0406
S: 0.5911 -0.7969 2.7509
N: 2.6510 1.0543 2.1489
N: 2.0401 1.1578 0.9277
C: 2.3574 1.8682 -1.1762
C: 1.2711 1.7203 -2.2864
C: 1.3389 2.5695 -3.3952
C: 0.2816 2.5687 -4.3103
C: -0.6920 1.6035 -4.1956
C: -0.5931 0.6907 -3.1511
N: 0.2862 0.8133 -2.1437
H: 3.5967 2.3135 5.4939
H: 3.7578 2.1678 3.7317
H: 4.7450 1.1550 4.7545
H: 3.3175 2.3430 -1.5631
H: 2.1994 3.2327 -3.4990
H: 0.2049 3.2139 -5.1873
H: -1.4405 1.4920 -4.9569
H: -1.2768 -0.1423 -3.1188

**Largest force on an atom**: 3.9 eV/A
**Total charge**: 0
**Energy above the lowest of the compared OMol25 structures with the same formula, charge and spin**: 340.13 kJ/mol
**HOMO (alpha / beta)**: -6.36 / -6.37 eV
**Lowest unoccupied orbital energy (alpha / beta)**: -1.46 / -1.46 eV

A 2-piece molecular cluster, C5H9NS2 overall. Source: the Open Molecules 2025 dataset; level of theory: ωB97M-V/def2-TZVPD.

Cartesian coordinates (Å):
C: 1.3681 -0.7440 -2.1666
C: 0.2172 0.0944 -2.2939
C: -0.5250 0.6957 -1.3139
C: -1.8129 1.3391 -1.6477
C: -0.1917 0.2801 0.1970
H: 2.2405 -0.4168 -2.8087
H: 0.9915 -1.7237 -2.7934
H: 1.5544 -0.8572 -1.0037
H: 0.1488 0.5344 -3.3152
H: -2.6850 0.7554 -1.2084
H: -2.0954 1.3718 -2.6018
H: -2.0677 2.3587 -1.1102
H: -0.6990 -1.7006 -0.0382
H: -1.5352 -2.5519 2.9313
N: -0.5436 -1.0594 0.6741
S: 0.2980 1.5067 1.0628
S: 0.5531 -1.5283 2.0984

**Largest force on an atom**: 6.6 eV/A
**Total charge**: 0
**Energy above the lowest of the compared OMol25 structures with the same formula, charge and spin**: 705.53 kJ/mol
**HOMO**: -8.30 eV
**Lowest unoccupied orbital energy**: -2.67 eV